No. 1
Molecular formula: C7H16O2
Method: DFT, ωB97M-V with the def2-TZVPD basis set

Atoms and positions in Å:
C1 -1.36 0.12 0.05
C2 -1.70 -1.09 -0.78
C3 -2.03 1.38 -0.46
O1 -1.65 -0.15 1.40
H1 -2.07 0.60 1.84
H2 0.24 -0.56 0.34
H3 -1.34 -2.01 -0.31
H4 -1.68 1.62 -1.46
H5 -1.24 -1.00 -1.77
H6 -2.78 -1.20 -0.90
H7 -1.85 2.23 0.20
H8 -3.12 1.23 -0.50
C4 1.50 -1.16 0.67
C5 0.91 1.69 0.65
C6 2.54 -1.46 -0.37
C7 0.50 0.59 -0.30
O2 0.76 0.60 -1.50
H9 0.94 -2.06 0.96
H10 1.90 -0.70 1.58
H11 0.51 2.64 0.30
H12 0.57 1.49 1.67
H13 2.00 1.77 0.65
H14 3.16 -2.31 -0.08
H15 2.06 -1.67 -1.33
H16 3.21 -0.60 -0.53

Results
- Charge: 0
- Kohn-Sham gap: 8.5677 eV
- Relative energy (zero: lowest compared OMol25 entry of this formula, charge and spin): 4.170 eV
- Highest occupied orbital energy: -0.288 Eh

No. 2
Molecular formula: C7H16O2
Method: DFT, ωB97M-V with the def2-TZVPD basis set

Atoms and positions in Å:
C1 -1.53 -1.46 -0.50
C2 -0.99 -0.95 0.87
C3 0.46 -1.31 1.00
C4 -1.90 -1.34 2.01
C5 -1.04 0.57 0.89
H1 -0.89 -1.14 -1.36
H2 -1.30 -2.51 -0.62
H3 -2.61 -1.26 -0.75
H4 0.94 -1.15 1.98
H5 0.53 -2.34 0.63
H6 0.89 -0.51 0.24
H7 -1.19 -1.37 2.93
H8 -2.13 -2.45 1.78
H9 -2.79 -0.54 2.13
H10 -2.00 1.04 0.45
H11 -0.93 0.93 1.95
H12 -0.14 1.05 0.23
C6 2.67 1.50 -2.40
C7 1.57 1.84 -1.46
O1 0.42 1.45 -1.49
O2 1.97 2.76 -0.55
H13 2.28 0.84 -3.19
H14 3.04 2.41 -2.87
H15 3.48 1.01 -1.89
H16 1.18 2.93 0.02

Results
- Charge: 0
- Structure (SMILES): CC(C)(C)C.CC(=O)O
- Kohn-Sham gap: 10.7799 eV
- Relative energy (zero: lowest compared OMol25 entry of this formula, charge and spin): 1.822 eV
- Highest occupied orbital energy: -0.371 Eh